1.
The following is a DFT calculation (wB97M-V/def2-TZVPD) of 9 unconnected molecules or ions with the total composition C24H58ClNO22S6.

Each line ends with the Löwdin charge.
Cartesian coordinates (Å):
N: -0.45740 -2.36137 -3.47258  0.325
H: -0.08419 -1.47967 -3.15100  0.061
H: -1.24440 -2.29879 -4.10251  0.144
H: -0.80601 -2.91835 -2.70554  0.033
H: 0.30319 -2.79349 -3.97742  0.153
Cl: 0.51880 -0.06675 -1.33999  0.598
O: -0.68074 0.34338 -2.01799  -0.372
O: 1.57993 -0.33506 -2.26450  -0.335
O: 0.91431 0.95595 -0.45370  -0.321
O: 0.14923 -1.22384 -0.57754  -0.351
O: 4.48094 0.73624 1.46381  -0.298
S: 5.54864 0.23187 0.59916  0.659
O: 6.55206 1.13610 0.11856  -0.267
O: 6.28370 -1.10640 1.35420  -0.297
C: 7.53781 -1.66254 0.90323  -0.278
C: 8.75364 -1.23377 1.65990  -0.071
C: 4.74383 -0.73125 -0.73341  -0.088
H: 7.63577 -1.37617 -0.14391  0.104
H: 7.49104 -2.75153 0.90124  0.122
H: 9.15504 -1.95531 2.37149  0.076
H: 8.55064 -0.30273 2.18911  0.085
H: 9.58854 -0.99084 1.00261  0.080
H: 3.97034 -1.43303 -0.42144  0.066
H: 5.59716 -1.21760 -1.20605  0.063
H: 4.22622 -0.01161 -1.36768  0.053
O: 2.27597 5.83266 -1.38191  -0.291
S: 3.05336 4.92688 -0.55608  0.691
O: 4.38719 5.34280 -0.12416  -0.303
O: 2.11206 4.65399 0.79019  -0.265
C: 2.63856 4.07862 1.95895  -0.283
C: 1.71585 2.96833 2.39371  -0.068
C: 3.23068 3.18570 -1.30124  -0.068
H: 2.84436 4.77540 2.77151  0.125
H: 3.62302 3.63717 1.80382  0.107
H: 1.79933 2.07047 1.78136  0.056
H: 0.67574 3.25240 2.23379  0.054
H: 1.78045 2.55711 3.40109  0.085
H: 3.93079 3.27141 -2.13227  0.068
H: 2.29151 2.76133 -1.65613  0.037
H: 3.66565 2.52275 -0.55332  0.038
O: -1.90335 4.14862 2.32181  -0.314
S: -2.80756 3.79384 1.20142  0.696
O: -4.22676 4.15525 1.21582  -0.312
O: -2.19282 4.47410 -0.17527  -0.266
C: -0.81145 4.36728 -0.45491  -0.293
C: -0.80172 4.00292 -1.91309  -0.047
C: -2.61448 1.99901 0.79560  -0.075
H: -0.24838 3.65045 0.14275  0.091
H: -0.36694 5.34461 -0.26694  0.124
H: 0.25324 3.92839 -2.17695  0.065
H: -1.13328 4.81153 -2.56449  0.097
H: -1.20383 3.00362 -2.07984  0.055
H: -2.62154 1.44107 1.73195  0.040
H: -1.67784 1.95196 0.24008  0.043
H: -3.46536 1.67708 0.19522  0.061
O: 2.99204 -6.12397 0.30939  -0.295
S: 2.63025 -5.15604 1.30884  0.655
O: 2.28107 -5.61675 2.65852  -0.301
O: 3.84535 -4.01602 1.36537  -0.279
C: 3.86284 -3.14392 2.52606  -0.227
C: 5.00085 -3.54888 3.59750  -0.040
C: 1.26914 -4.16994 0.56035  -0.102
H: 2.91461 -3.03632 3.05273  0.111
H: 4.13569 -2.15168 2.16673  0.083
H: 4.90557 -4.53518 4.05164  0.065
H: 4.89348 -2.85197 4.42870  0.073
H: 6.00409 -3.55671 3.17140  0.058
H: 0.53988 -4.92606 0.26955  0.066
H: 1.70810 -3.48622 -0.16625  0.058
H: 0.75083 -3.61950 1.34551  0.050
O: -4.77087 2.72549 -5.79097  -0.294
S: -3.74218 2.87002 -4.77751  0.672
O: -2.45703 3.52470 -5.05793  -0.297
O: -4.40505 3.67441 -3.50777  -0.262
C: -5.79315 3.78081 -3.44872  -0.295
C: -6.19387 3.94925 -1.97005  -0.045
C: -3.26559 1.31793 -3.90981  -0.109
H: -6.20274 2.86296 -3.87048  0.106
H: -6.16096 4.63073 -4.02357  0.124
H: -7.21661 3.58071 -1.89082  0.071
H: -6.36879 4.96261 -1.60866  0.083
H: -5.54212 3.31850 -1.36550  0.070
H: -2.72057 1.72800 -3.05958  0.032
H: -2.58263 0.66379 -4.45180  0.063
H: -4.18046 0.79191 -3.63703  0.060
O: -2.88039 -3.67308 0.59872  -0.275
S: -2.95069 -3.58994 -0.86250  0.755
O: -1.71310 -3.76526 -1.69589  -0.355
O: -4.07397 -4.67514 -1.42187  -0.273
C: -5.38362 -4.78029 -0.76232  -0.241
C: -6.33057 -5.81872 -1.40482  -0.045
C: -3.58634 -1.89536 -1.44244  -0.067
H: -5.71162 -3.75117 -0.61595  0.108
H: -5.22961 -5.14703 0.25251  0.112
H: -5.88801 -6.81369 -1.35714  0.084
H: -6.54237 -5.50187 -2.42602  0.079
H: -7.19523 -5.85333 -0.74205  0.085
H: -2.82246 -1.18267 -1.13153  0.047
H: -4.52770 -1.62690 -0.96300  0.068
H: -3.54656 -1.84276 -2.53044  0.058
C: -1.51567 -1.68742 2.90340  -0.088
C: -2.38124 -1.98202 3.95789  -0.081
C: -2.77805 -0.94485 4.81359  -0.080
C: -2.28406 0.37126 4.65835  -0.083
C: -1.36735 0.61045 3.68110  -0.123
C: -0.96171 -0.41779 2.84166  -0.094
H: -1.18789 -2.44548 2.20749  0.073
H: -2.83343 -2.95210 4.10229  0.097
H: -3.51831 -1.11983 5.58027  0.094
H: -2.44487 1.04854 5.48407  0.106
H: -0.79929 1.52731 3.62554  0.099
H: -0.18787 -0.27378 2.10218  0.093

As for the HOMO energy: -0.3402 Eh. As for the spin multiplicity: 1. Its total energy is -149884.44493 eV.

***

2.
The following is a DFT calculation (wB97M-V/def2-TZVPD) of a single C19H22N4O2S2 molecule.

Each line ends with the natural charge from an NBO analysis.
Cartesian coordinates (Å):
C: -4.53521 -4.07500 0.14886  -0.306
O: -3.66391 -3.12493 0.84747  -0.473
C: -3.64486 -1.94417 0.48112  0.256
C: -2.88383 -1.29389 1.18629  -0.224
C: -2.78106 0.13234 1.11204  -0.236
C: -3.40901 0.67653 0.11170  -0.014
C: -3.16456 2.34086 -0.49125  -0.357
C: -1.76416 2.38630 -1.32188  -0.221
N: -0.68779 1.83673 -0.36819  -0.380
C: 0.00846 2.55175 0.65647  0.150
C: -0.32481 3.88922 0.87715  -0.629
C: 1.10140 1.77101 0.95201  -0.226
C: 0.90264 0.41001 0.33121  -0.257
C: 1.85691 -0.68500 0.38509  0.548
O: 1.69778 -1.89765 -0.28605  -0.603
C: 2.86228 -0.47061 1.46521  -0.722
S: 4.06857 0.77291 1.07121  0.300
C: 5.31756 -0.32559 0.37123  -0.071
N: 5.47154 -1.53728 0.57312  -0.300
N: 6.53225 -2.19494 -0.00368  -0.316
C: 7.31908 -1.23892 -0.44475  0.307
N: 8.61941 -1.21981 -0.92524  -0.839
S: 6.72100 0.52851 -0.25267  0.220
C: -0.04887 0.47366 -0.62629  0.315
C: -0.64736 -0.16969 -1.64650  -0.695
C: -4.12596 0.03031 -0.99817  -0.221
C: -4.35581 -1.30929 -0.69969  -0.261
H: -4.02323 -4.15078 -0.95256  0.179
H: -4.39799 -5.20053 0.57646  0.233
H: -5.60603 -3.66583 -0.08938  0.203
H: -2.36444 -1.68499 2.24026  0.220
H: -1.95578 0.75372 1.70535  0.239
H: -2.96668 2.64383 0.41798  0.192
H: -3.85640 2.73711 -0.95116  0.168
H: -1.90209 1.73581 -2.11867  0.214
H: -1.68694 3.52467 -1.47064  0.214
H: 0.32745 4.30033 1.87123  0.214
H: -1.28010 4.08381 1.46037  0.227
H: -0.28598 4.63675 0.30158  0.212
H: 1.67513 2.05724 1.57110  0.170
H: 3.28744 -1.61033 1.67896  0.309
H: 2.40981 -0.40257 2.52299  0.275
H: 9.00936 -0.72174 -1.73938  0.423
H: 8.76026 -2.36595 -0.92496  0.398
H: -1.50144 -0.63723 -1.46099  0.252
H: -0.53278 0.21780 -2.49031  0.217
H: -0.03175 -1.24476 -1.64875  0.278
H: -4.63428 0.64216 -1.72874  0.221
H: -4.88520 -1.96190 -1.27656  0.198

The structure (SMILES) is COc1ccc(CCn2c(C)cc(C(=O)CSc3nnc(N)s3)c2C)cc1. As for the HOMO energy: -0.3001 Eh. Its energy relative to the best compared isomer or geometry (same formula, charge and spin) is 17.388 eV. As for the spin multiplicity: 1. Its total energy is -51771.17916 eV.

***

3.
The following is a DFT calculation (wB97M-V/def2-TZVPD) of 8 unconnected molecules or ions with the total composition C33H68Cl9FO16P4.

Each line ends with the Löwdin charge.
Cartesian coordinates (Å):
C: 3.05491 -1.48863 -1.52900  -0.095
C: 4.08101 -1.61472 -2.59114  -0.224
O: 3.49329 -2.23986 -3.76354  -0.171
P: 3.60066 -3.77914 -3.98542  0.295
O: 4.93906 -4.35385 -3.88645  -0.208
O: 2.81773 -3.81393 -5.37464  -0.180
C: 3.55216 -3.20672 -6.47997  -0.268
C: 3.34792 -3.98921 -7.73141  -0.073
O: 2.56028 -4.50432 -3.13647  -0.143
C: 1.16384 -4.29748 -3.19482  -0.279
C: 0.37297 -5.45671 -3.69375  -0.060
H: 2.79849 -2.45127 -1.05158  0.083
H: 3.45697 -0.97474 -0.68942  0.067
H: 2.13515 -0.98476 -1.86599  0.058
H: 4.43575 -0.63800 -2.92526  0.123
H: 4.92057 -2.20726 -2.22868  0.120
H: 3.26563 -2.16467 -6.63109  0.088
H: 4.63195 -3.15978 -6.18542  0.126
H: 3.96379 -4.88194 -7.73456  0.079
H: 2.31116 -4.36238 -7.72905  0.086
H: 3.49537 -3.42413 -8.64499  0.077
H: 0.85195 -4.20256 -2.16236  0.096
H: 1.03665 -3.36302 -3.74689  0.105
H: -0.68677 -5.18175 -3.63890  0.083
H: 0.53930 -5.69543 -4.75089  0.084
H: 0.55799 -6.32271 -3.08171  0.077
C: -7.32334 0.49204 -1.83344  -0.060
C: -6.51765 1.72081 -1.45743  -0.240
O: -5.20743 1.32921 -0.99166  -0.182
P: -4.13861 2.31768 -0.38499  0.384
O: -2.81509 1.75667 -0.13486  -0.236
O: -4.13860 3.52229 -1.45890  -0.180
C: -3.20787 4.67680 -1.31366  -0.228
C: -3.87025 5.79104 -0.62123  -0.094
O: -4.94979 2.91630 0.83461  -0.176
C: -4.81825 2.25846 2.14351  -0.237
C: -4.62699 3.15234 3.33440  -0.067
H: -6.68018 -0.14010 -2.41659  0.076
H: -7.68069 -0.03524 -0.96888  0.051
H: -8.16354 0.82736 -2.42746  0.079
H: -6.41927 2.32856 -2.33414  0.110
H: -6.95838 2.27611 -0.63453  0.118
H: -2.34231 4.32153 -0.74397  0.095
H: -2.79800 5.05420 -2.30055  0.143
H: -4.20941 5.55172 0.38462  0.076
H: -3.23200 6.64548 -0.54523  0.075
H: -4.72093 6.16795 -1.15854  0.078
H: -5.73919 1.70888 2.28384  0.117
H: -3.98026 1.59950 2.13687  0.059
H: -4.58975 2.47170 4.21311  0.100
H: -3.67194 3.63517 3.32573  0.048
H: -5.37955 3.92897 3.50318  0.083
C: 2.43474 2.16199 -0.87176  -0.053
C: 1.01485 1.74285 -0.61308  -0.259
O: 0.59405 0.82523 -1.65140  -0.256
P: 0.23606 1.45342 -3.14898  0.439
O: -0.05298 2.91934 -3.22683  -0.234
O: 1.50134 0.95107 -3.98712  -0.194
C: 1.38152 1.30532 -5.40196  -0.271
C: 2.03943 0.30138 -6.26743  -0.074
O: -0.91675 0.50445 -3.61947  -0.187
C: -0.68777 -0.96199 -3.82912  -0.218
C: -2.02192 -1.39623 -4.29104  -0.072
H: 2.93767 2.10816 0.09286  0.073
H: 2.96795 1.45012 -1.51432  0.074
H: 2.52798 3.10319 -1.34300  0.067
H: 0.92161 1.19374 0.31844  0.083
H: 0.28641 2.56675 -0.59398  0.095
H: 0.31918 1.42380 -5.62017  0.115
H: 1.83211 2.27640 -5.53635  0.120
H: 3.13378 0.24745 -6.09445  0.098
H: 1.61878 -0.68151 -6.13056  0.058
H: 1.86118 0.71365 -7.26756  0.094
H: 0.09616 -1.15079 -4.54121  0.097
H: -0.46140 -1.39387 -2.85110  0.094
H: -2.27423 -0.86290 -5.20364  0.088
H: -1.98805 -2.46261 -4.51403  0.083
H: -2.74710 -1.16928 -3.51761  0.065
C: 2.72211 -2.92117 8.62497  -0.063
C: 2.69398 -1.41741 8.23899  -0.205
O: 2.90636 -1.33489 6.77690  -0.178
P: 2.81220 0.06829 6.13207  0.344
O: 1.80041 1.01802 6.59516  -0.220
O: 4.31593 0.56373 6.38710  -0.185
C: 4.56687 1.89399 5.91375  -0.275
C: 5.77130 1.83515 4.94928  -0.065
O: 2.88608 -0.12176 4.55104  -0.186
C: 1.65259 -0.28615 3.80888  -0.239
C: 2.10380 -0.38295 2.37809  -0.088
H: 3.62710 -3.30595 8.17413  0.068
H: 2.74930 -3.17376 9.69921  0.082
H: 1.87957 -3.43299 8.16050  0.073
H: 1.71531 -0.97210 8.40097  0.107
H: 3.51653 -0.82519 8.69917  0.128
H: 3.66830 2.27971 5.39012  0.094
H: 4.68648 2.58444 6.77182  0.124
H: 6.76656 1.47440 5.30699  0.088
H: 5.37794 1.15961 4.16578  0.073
H: 5.90537 2.78606 4.44144  0.064
H: 1.05134 -1.14904 4.16542  0.136
H: 1.12875 0.66339 4.01376  0.092
H: 2.85441 0.38837 2.18784  0.081
H: 2.58934 -1.35359 2.21866  0.089
H: 1.26766 -0.21861 1.69281  0.000
Cl: -6.36815 -2.34230 0.73281  0.545
C: -5.59865 -3.01123 2.15431  -1.560
Cl: -6.55580 -4.33195 2.84133  0.523
Cl: -5.27115 -1.79458 3.42846  0.496
H: -4.61168 -3.40025 1.93238  -0.075
Cl: -1.97175 -0.48299 2.04959  0.561
C: -1.54121 -0.86165 0.33411  -1.460
Cl: -2.86555 -1.69646 -0.43784  0.613
Cl: -0.05041 -1.78203 0.15132  0.628
H: -1.40134 0.09132 -0.15885  -0.030
Cl: -3.41824 -5.87884 0.48808  0.592
C: -2.07008 -4.87950 0.78029  -1.590
Cl: -0.51414 -5.70133 0.45796  0.522
Cl: -2.20141 -4.39820 2.47885  0.539
H: -2.02859 -4.00150 0.16361  -0.083
F: -1.56862 2.19348 4.05153  0.022
C: -0.57918 2.93627 3.44576  -0.250
C: -0.78380 3.44216 2.14517  -0.041
C: 0.13013 4.15433 1.52190  -0.093
C: 1.39051 4.37961 2.16664  -0.072
C: 1.55687 3.92935 3.43135  -0.096
C: 0.59212 3.16754 4.09248  -0.026
H: -1.78649 3.24782 1.77721  0.101
H: 0.00995 4.57398 0.54141  0.105
H: 2.16075 5.01137 1.75802  0.103
H: 2.48166 4.18099 3.92945  0.103
H: 0.77550 2.74941 5.12228  0.126

The structure (SMILES) is CCOP(=O)(OCC)OCC.CCOP(=O)(OCC)OCC.CCOP(=O)(OCC)OCC.CCOP(=O)(OCC)OCC.ClC(Cl)Cl.ClC(Cl)Cl.ClC(Cl)Cl.Fc1ccccc1. As for the HOMO energy: -0.3433 Eh. As for the spin multiplicity: 1. Its total energy is -220669.46527 eV.

***

4.
The following is a DFT calculation (wB97M-V/def2-TZVPD) of 2 unconnected molecules or ions with the total composition C4H10NO2S.

Each line ends with the natural charge from an NBO analysis.
Cartesian coordinates (Å):
C: 1.21862 -0.51348 2.20539  -0.711
C: -1.42703 -0.45157 -2.62400  -0.632
C: 1.52921 0.76753 2.86468  0.139
C: -0.90894 0.50369 -1.55716  -0.647
N: 1.58583 1.95894 2.43413  -0.652
O: 1.40980 -0.67062 -1.31564  -1.069
O: 1.29966 1.66114 -0.60107  -1.090
S: 1.00507 0.70160 -1.69874  1.501
H: 0.23038 -1.02790 2.47115  0.204
H: 1.24818 -0.29997 1.15115  0.270
H: 1.81980 -1.32352 2.42604  0.207
H: -1.36064 -1.51270 -2.42367  0.201
H: -2.46472 -0.29287 -2.95522  0.183
H: -0.75523 -0.43190 -3.38568  0.198
H: 1.49288 2.15137 1.38684  0.407
H: 1.61178 0.48040 3.88798  0.114
H: -1.25436 0.04530 -0.60524  0.197
H: -1.46351 1.57367 -1.60058  0.180

Its charge is -1. As for the HOMO energy: -0.1274 Eh. Its energy relative to the best compared isomer or geometry (same formula, charge and spin) is 2.994 eV. As for the spin multiplicity: 1. Its total energy is -20729.94311 eV.

***

What Kohn-Sham gap values result from the calculations? In sequence: 8.16 8.56 9.74 7.43 eV.
What lowest unoccupied orbital energy values result from the calculations? In sequence: -1.093 0.391 0.393 3.960 eV.
What maximum force values result from the calculations? In sequence: 3.7 15.1 4.5 3.5 eV/A.